DFT (ωB97M-V/def2-TZVPD) results for C10H20BrCuNO8PSSi as an isolated structure at a distorted geometry.

Each line ends with the Löwdin charge.
CARTESIAN COORDINATES (ANGSTROEM)
C 4.38 0.01 0.36  -0.012
C 2.99 0.43 0.83  -0.415
O 2.32 -0.77 1.27  -0.165
S 0.80 -0.45 1.64  0.609
O 0.76 0.73 2.43  -0.257
O 0.29 -1.61 2.27  -0.240
C -0.05 -0.16 0.06  -0.373
C -0.35 -1.59 -0.51  -0.193
P -1.70 -2.67 0.09  0.400
O -1.19 -4.03 0.06  -0.267
O -2.95 -2.63 -0.93  -0.131
O -2.31 -2.34 1.50  -0.102
Si -1.63 0.90 0.47  0.589
C -3.09 0.44 -0.68  -0.154
C -2.27 0.64 2.23  -0.167
C -1.50 2.76 0.36  -0.215
C 1.00 0.51 -0.88  -0.424
N 0.36 1.47 -1.78  0.056
C 1.73 -0.57 -1.82  -0.601
O 1.45 -0.54 -3.11  -0.166
O 2.48 -1.35 -1.36  0.126
C 2.22 1.23 -0.25  -0.558
Br 1.93 3.05 0.38  0.818
H 4.78 0.67 -0.40  0.088
H 5.03 0.04 1.23  0.083
H 4.37 -1.02 0.05  0.079
H 3.17 1.10 1.66  0.100
H -0.57 -1.47 -1.57  0.076
H 0.53 -2.19 -0.36  0.098
H -2.69 -3.27 -1.60  0.082
H -1.96 -2.99 2.12  0.106
H -3.66 1.32 -0.94  0.034
H -2.69 -0.04 -1.57  0.009
H -3.69 -0.30 -0.17  0.021
H -2.16 1.55 2.82  0.039
H -3.32 0.40 2.20  0.035
H -1.76 -0.15 2.77  0.010
H -2.52 3.11 0.55  0.035
H -1.21 3.18 -0.59  0.012
H -0.93 3.17 1.18  0.003
H -0.39 1.04 -2.29  0.060
H 1.04 1.89 -2.39  0.093
H 2.91 1.36 -1.07  0.085
Cu 0.05 -0.84 -4.25  0.694

Summary:
HOMO-LUMO gap: 6.77 eV
HOMO: -9.23 eV